Computed, not measured: a molecular structure, C24H18Cl2NO3PSe2W in a non-equilibrium geometry, with the ωB97M-V functional and the def2-TZVPD basis.

Element x y z (Å)
W -0.07580 -0.06982 -0.16422
Se 1.22098 0.07970 1.87966
P 2.10278 -1.23373 -0.43435
Se 0.35761 -1.99916 -1.64002
C 3.35927 -1.84172 0.70072
C 3.47166 -3.21292 0.91907
C 4.48094 -3.69398 1.73876
C 5.37747 -2.80781 2.31666
C 5.26788 -1.44286 2.07801
C 4.25763 -0.94747 1.27188
C 2.87968 0.12260 -1.34767
C 3.90014 -0.13915 -2.26280
C 4.37394 0.87489 -3.07853
C 3.81022 2.14241 -3.01736
C 2.78804 2.41147 -2.11797
C 2.34004 1.41310 -1.26770
H 2.77869 -3.90100 0.45140
H 4.57138 -4.75697 1.91472
H 6.17066 -3.17835 2.95178
H 5.97245 -0.75562 2.52617
H 4.17316 0.11441 1.08789
H 4.31804 -1.13562 -2.34040
H 5.17557 0.67422 -3.77643
H 4.17761 2.92351 -3.66945
H 2.35716 3.40151 -2.05611
H 1.63017 1.69832 -0.47896
Cl -6.82666 -0.78003 -2.81579
C -5.34830 -0.74790 -1.92244
C -5.23514 -1.51904 -0.75853
C -4.07694 -1.50927 -0.02794
Cl -3.96598 -2.44003 1.42078
C -2.94970 -0.73831 -0.41268
O -1.90260 -0.75837 0.36868
C -3.08236 0.03538 -1.60869
C -2.05421 0.86221 -2.19158
O -0.86849 0.98067 -1.82740
C -4.29707 0.01630 -2.33513
H -6.06893 -2.12585 -0.43227
H -2.34735 1.43363 -3.07917
H -4.38157 0.60725 -3.23819
O -1.03914 1.76487 0.63223
N -2.09205 1.76663 1.45089
C -3.09450 2.60881 1.14135
C -4.21428 2.68404 1.93561
C -4.30716 1.87769 3.06073
C -3.25797 1.02722 3.36169
C -2.14877 0.98800 2.54333
H -2.92492 3.19327 0.25026
H -5.00066 3.37293 1.66452
H -5.18230 1.91832 3.69372
H -3.28014 0.38433 4.22926
H -1.29017 0.35728 2.71199

Output
ΔE to the lowest compared entry with this formula, charge and spin in kcal per mole: 45.9
Total energy in hartree: -7337.2745
Multiplicity: 4
Total charge: +1
Orbital gap (alpha / beta) in eV: 6.687 / 6.892
E_HOMO (alpha / beta) in eV: -10.15 / -11.16

Computed, not measured: a molecular structure, C24H18ClF23N2O8PS4 in a non-equilibrium geometry, with the ωB97M-V functional and the def2-TZVPD basis.

Element x y z (Å)
N 0.29269 4.82506 0.33257
C -0.62540 3.98818 0.41017
C -0.97668 3.31264 1.75719
C -1.46169 1.89352 1.60894
C -2.43169 1.33735 2.30315
P -3.32310 2.29090 3.59332
S -4.56589 3.58256 2.81558
C -2.80501 -0.10790 2.01608
O -3.27666 -0.74345 2.90926
C -2.57692 -0.65074 0.63081
C -3.46032 -1.77553 0.14102
C -3.36344 -3.07546 0.97177
C -2.07453 -3.87374 0.75083
F -1.06298 -3.13849 0.26456
F -2.34761 -4.77810 -0.23721
C -1.61995 -4.73044 1.97588
F -0.89855 -5.74071 1.49252
F -2.72581 -5.24444 2.53505
C -0.75108 -3.90773 2.99320
F 0.46226 -3.84247 2.45313
F -1.22606 -2.65205 2.98998
C -0.73403 -4.52612 4.40965
F -0.57742 -5.85034 4.23028
F -1.90030 -4.39317 5.02417
C 0.42539 -4.08816 5.34873
F 0.30563 -4.82714 6.45535
F 1.61557 -4.40658 4.85327
C 0.49432 -2.57420 5.71151
F 1.50772 -2.45622 6.59623
F 0.86947 -1.87085 4.65794
C -0.74096 -1.96313 6.41910
F -1.28825 -2.76377 7.33075
F -1.70560 -1.62871 5.56128
C -0.36518 -0.62551 7.17629
F 0.39712 0.16626 6.46268
F 0.10046 -0.84735 8.37567
F -1.52215 0.02668 7.35092
C -1.59897 -0.09600 -0.07328
C -1.29781 -0.52828 -1.50067
C -0.52473 0.50434 -2.37645
C 0.71962 -0.16817 -3.00628
C 1.85753 -0.38809 -1.99630
S 3.08037 -1.50365 -2.75566
O 2.45582 -2.48674 -3.58968
O 3.79562 -2.15130 -1.69282
Cl 4.34197 -0.36852 -3.90677
C -0.78381 0.98498 0.60650
O 0.36928 1.08573 0.37990
H 0.73531 4.93135 1.24857
H -1.23164 3.75058 -0.47149
H -0.09986 3.41223 2.41176
H -1.76595 3.94213 2.19842
H -2.38523 2.93163 4.44456
H -3.96321 1.31030 4.38767
H -3.32851 -2.03121 -0.91283
H -4.50028 -1.42472 0.24202
H -4.21967 -3.71339 0.72926
H -3.44160 -2.84806 2.04080
H -2.27214 -0.67266 -1.98371
H -0.80698 -1.51073 -1.53102
H -0.29089 1.44744 -1.87525
H -1.16542 0.76624 -3.22969
H 1.06896 0.37784 -3.89270
H 0.37536 -1.14574 -3.37196
H 1.54571 -0.88659 -1.07435
H 2.36814 0.55792 -1.78384
C 3.02438 6.56817 -7.61878
F 2.18435 7.45440 -8.17219
F 4.25821 6.84303 -8.07956
F 3.04320 6.80609 -6.29465
S 2.52553 4.84374 -7.99464
O 2.58967 4.75307 -9.42666
O 1.21277 4.71498 -7.42389
N 3.70131 4.13423 -7.19959
S 3.69022 2.55031 -7.22048
O 4.00318 1.93223 -8.47792
O 2.64612 1.91688 -6.45929
C 5.19762 2.31442 -6.20281
F 5.06967 2.86082 -4.97897
F 6.28260 2.87834 -6.75901
F 5.47080 1.00980 -6.02791

Output
Total energy in hartree: -6328.0308
Total charge: -1
Orbital gap in eV: 6.393
E_HOMO in eV: -6.62

Computed, not measured: a molecular structure, C24H18F12N3O2Pt in a non-equilibrium geometry, with the ωB97M-V functional and the def2-TZVPD basis.

Element x y z (Å)
Pt -1.24638 0.16381 -0.38734
C 3.42717 -0.32226 4.86573
C 2.67802 -0.47661 3.59335
C 3.35820 -0.71421 2.38469
C 2.67081 -0.77556 1.21354
C 1.23896 -0.60311 1.18545
N 0.63215 -0.53521 0.01470
C 1.19873 -1.05889 -1.13215
C 1.62185 -2.40273 -1.07895
C 2.14169 -3.01414 -2.19363
C 2.29765 -2.29664 -3.37606
C 2.90820 -2.92464 -4.59090
C 1.86571 -0.96503 -3.42102
C 1.29162 -0.33252 -2.34018
C 0.83965 1.12566 -2.37264
O -0.23628 1.42282 -1.60414
C 2.03261 1.99857 -1.86560
F 1.86516 3.28720 -2.12841
F 2.15136 1.85755 -0.52855
F 3.20460 1.61142 -2.39867
C 0.48436 1.57139 -3.83146
F 1.56655 1.74499 -4.61360
F -0.19196 2.71336 -3.82341
F -0.29659 0.64569 -4.41265
C 0.53791 -0.43771 2.44719
C 1.26732 -0.36698 3.59210
C -0.98935 -0.37677 2.43839
O -1.50589 -0.92790 1.31122
C -1.37499 1.13776 2.66544
F -0.78598 1.92652 1.75429
F -2.69425 1.29984 2.55580
F -0.98406 1.60301 3.85849
C -1.61427 -1.22280 3.60631
F -2.89961 -1.44468 3.37448
F -0.98618 -2.40813 3.67763
F -1.51921 -0.64967 4.81734
H 4.42187 -0.75800 4.80211
H 2.88171 -0.76381 5.69926
H 3.54341 0.74463 5.08441
H 4.43370 -0.83071 2.38875
H 3.18974 -0.89950 0.27365
H 1.48110 -2.94467 -0.15153
H 2.43343 -4.05553 -2.14987
H 3.44440 -3.83813 -4.34295
H 3.58725 -2.23179 -5.08696
H 2.12696 -3.17699 -5.31240
H 2.01037 -0.42529 -4.34537
H 0.76734 -0.22205 4.54062
C -6.37331 1.55408 0.34606
N -5.04463 1.54138 -0.26030
C -4.50140 2.52215 -1.06398
C -3.25039 2.11316 -1.38709
N -3.03811 0.88528 -0.79668
C -4.12960 0.57915 -0.11400
H -6.93267 2.39471 -0.05139
H -6.29140 1.65395 1.42601
H -6.89929 0.63235 0.11075
H -5.04995 3.40462 -1.34160
H -2.49534 2.58401 -1.99314
H -4.27050 -0.31639 0.46884

Output
ΔE to the lowest compared entry with this formula, charge and spin in kcal per mole: 0.0
Total energy in hartree: -2557.6080
Total charge: +1
Orbital gap (alpha / beta) in eV: 4.913 / 4.914
E_HOMO (alpha / beta) in eV: -11.48 / -11.48

Computed, not measured: a molecular structure, C24H18N3Re in a non-equilibrium geometry, with the ωB97M-V functional and the def2-TZVPD basis.

Element x y z (Å)
Re 0.02220 -0.22504 0.16725
N -1.52243 0.96031 1.07282
C -1.67557 0.75732 2.49596
C -2.92845 0.46034 3.01766
C -3.10251 0.33954 4.38841
C -2.01154 0.49210 5.24571
C -0.76247 0.77714 4.73208
C -0.54894 0.90698 3.35167
C 0.82444 1.05210 2.87168
C 1.73362 1.78094 3.65797
C 3.08459 1.80192 3.37176
C 3.57842 1.05443 2.30485
C 2.69799 0.36734 1.48586
C 1.31667 0.40755 1.69484
H -2.44366 0.83740 0.62469
H -1.25007 1.94712 0.90110
H -3.78120 0.34087 2.36190
H -4.08452 0.13795 4.78935
H -2.13583 0.35732 6.31075
H 0.08047 0.83858 5.40015
H 1.36537 2.35976 4.49286
H 3.76022 2.37366 3.99010
H 4.63968 1.00760 2.11773
H 3.10541 -0.22274 0.67583
C 3.08826 -0.17246 -2.93654
C 2.11525 0.20365 -2.00872
N 1.50124 -0.67508 -1.21935
C 1.82377 -1.99146 -1.36367
C 2.80032 -2.46478 -2.26510
C 3.45639 -1.50037 -3.05649
C 3.01235 -3.87395 -2.33808
C 2.25327 -4.74480 -1.61106
C 1.23301 -4.28735 -0.72471
C 0.34528 -5.11516 -0.00837
C -0.64054 -4.53115 0.76621
C -0.71757 -3.14106 0.87613
N 0.11487 -2.33130 0.22622
C 1.06062 -2.89311 -0.57926
H 3.54698 0.58499 -3.55415
H 1.84560 1.25106 -1.89408
H 4.21985 -1.79938 -3.76024
H 3.77070 -4.24780 -3.01092
H 2.40101 -5.81045 -1.71235
H 0.42428 -6.19151 -0.08270
H -1.36414 -5.13899 1.28985
H -1.48224 -2.68367 1.49763

Output
Total energy in hartree: -1166.8438
Multiplicity: 2
Total charge: +3
Orbital gap (alpha / beta) in eV: 5.206 / 4.965
E_HOMO (alpha / beta) in eV: -17.91 / -17.81